*A*
The following is a DFT calculation (the ωB97M-V functional and the def2-TZVPD basis) of 2 unconnected molecules or ions with the total composition C2H11N2O.

Calculated values
**HOMO energy**: -14.22 eV
**LUMO energy**: -3.24 eV
**Kohn-Sham gap**: 11.0 eV
**Net charge**: +1

Last column: Mulliken charge in e.
Geometry (Å):
N 0.313 -0.563 -0.651  -0.242
C -0.045 -0.172 0.746  -0.601
C -1.598 0.007 0.894  -0.463
N -2.095 0.584 -0.387  -0.657
H 1.298 -0.491 -0.953  0.317
H -0.161 0.152 -1.230  0.409
H -0.083 -1.438 -0.993  0.371
H 0.386 0.772 1.085  0.302
H 0.303 -0.955 1.423  0.376
H -1.701 0.709 1.714  0.303
H -2.095 -0.934 1.115  0.410
H -3.088 0.785 -0.343  0.266
H -1.630 1.496 -0.441  0.225
H 3.552 -0.737 -0.570  0.344
H 3.589 0.698 -0.969  0.336
O 3.056 0.089 -0.442  -0.696

*B*
The following is a DFT calculation (the ωB97M-V functional and the def2-TZVPD basis) of a molecular structure, C2H11N2O.

Calculated values
**HOMO energy**: -14.63 eV
**LUMO energy**: -9.55 eV
**Kohn-Sham gap**: 5.1 eV
**Net charge**: +1

Last column: Mulliken charge in e.
Geometry (Å):
N 0.251 1.178 -0.863  -0.188
C 0.148 1.138 0.549  -0.195
C -1.299 0.969 1.072  -0.986
N -0.342 -1.856 -0.139  -0.513
H -0.850 -1.895 -1.026  0.317
H 0.705 1.986 -1.279  0.305
H 0.526 0.322 -1.359  0.318
H 0.718 0.280 0.926  0.246
H 0.628 2.021 0.961  0.440
H -1.278 0.662 2.125  0.322
H -1.941 1.847 0.998  0.346
H -0.489 -2.793 0.257  0.288
H -1.692 0.106 0.531  0.297
H 2.442 -1.380 -1.352  0.281
H 0.779 -1.651 -0.491  0.326
O 1.694 -0.937 -0.910  -0.602

*C*
The following is a DFT calculation (the ωB97M-V functional and the def2-TZVPD basis) of 2 unconnected molecules or ions with the total composition C2H11N2O.

Calculated values
**HOMO energy**: -14.44 eV
**LUMO energy**: -3.02 eV
**Kohn-Sham gap**: 11.4 eV
**Net charge**: +1

Last column: Mulliken charge in e.
Geometry (Å):
N 0.269 -0.561 0.225  -0.246
C -0.227 0.631 -0.513  -0.682
C -0.193 1.866 0.391  -0.298
N -0.239 1.497 1.789  -0.642
H -0.273 -0.533 1.101  0.407
H 0.234 -1.431 -0.336  0.266
H 1.196 -0.454 0.635  0.348
H 0.409 0.797 -1.365  0.371
H -1.180 0.345 -0.935  0.378
H 0.616 2.554 0.133  0.373
H -1.005 2.499 -0.004  0.295
H 0.308 2.099 2.388  0.245
H -1.190 1.625 2.145  0.231
H -0.138 -2.876 -2.520  0.314
H 0.832 -3.564 -1.544  0.314
O 0.269 -2.785 -1.641  -0.675

The structure with the most favorable energy is *C*; the runner-up is 3.8 kcal/mol above it.

*A*
The following is a DFT calculation (the ωB97M-V functional and the def2-TZVPD basis) of a gas-phase ion, C2H3N2O (charge +1).

Calculated values
**HOMO energy (alpha / beta)**: -18.18 / -17.21 eV
**LUMO energy (alpha / beta)**: -7.87 / -9.48 eV
**Kohn-Sham gap (alpha / beta)**: 10.3 / 7.7 eV
**Net charge**: +1

Last column: Mulliken charge in e.
Geometry (Å):
C 1.597 -0.375 -0.071  0.219
C -0.611 -0.163 -0.002  0.253
N 1.844 0.804 -0.070  -0.216
N -0.638 1.066 0.039  -0.207
O 0.420 -0.996 0.040  -0.216
H 2.430 -0.985 -0.035  0.420
H -1.450 -0.892 0.113  0.375
H -0.106 1.914 0.110  0.370

*B*
The following is a DFT calculation (the ωB97M-V functional and the def2-TZVPD basis) of a molecular structure, C2H3N2O.

Calculated values
**HOMO energy**: -16.97 eV
**LUMO energy**: -7.72 eV
**Kohn-Sham gap**: 9.3 eV
**Net charge**: +1

Last column: Mulliken charge in e.
Geometry (Å):
C 0.963 -0.376 -1.751  0.399
C 0.047 -0.068 -0.041  -0.829
N 1.936 -2.280 -0.658  -0.015
N 1.751 -1.455 -1.376  0.503
O 0.756 0.110 -2.782  -0.174
H -0.426 -1.128 0.161  0.418
H -0.584 0.833 -0.338  0.309
H 0.816 0.347 0.659  0.389

The structure with the most favorable energy is *B*; the runner-up is 24.4 kcal/mol above it.